Record 1
The following is a quantum chemistry calculation of the ion C35H36F5N6O with charge +1 at a distorted geometry, from the OMol25 dataset.

Output
- M: 651.7 g mol⁻¹
- Frontier orbital gap: 7.925 eV
- Charge: +1
- Calculated total energy: -61446.1077 eV

Atoms and positions in Å:
1 C 0.3767 -5.7393 -0.2768
2 N 0.2920 -4.3039 -0.1083
3 C 1.4285 -3.5360 -0.1276
4 O 2.5855 -3.9402 -0.0814
5 C 0.9801 -2.0768 -0.0964
6 C 1.3101 -1.3728 -1.4241
7 C 2.7813 -1.1264 -1.5300
8 C 3.6260 -1.9826 -2.2483
9 F 3.0965 -2.9623 -3.0217
10 C 5.0075 -1.8518 -2.1904
11 F 5.8177 -2.7395 -2.8101
12 C 5.5587 -0.7871 -1.4724
13 F 6.8962 -0.6732 -1.3650
14 C 4.7370 0.1588 -0.8571
15 F 5.2699 1.2320 -0.2361
16 C 3.3653 -0.0356 -0.8867
17 F 2.5576 0.8596 -0.2406
18 N -0.4450 -2.2003 0.1658
19 C -1.1556 -1.1008 0.6030
20 C -2.3508 -0.7819 0.0544
21 C -3.0211 0.5556 0.1571
22 C -4.5495 0.4714 -0.1512
23 C -5.3670 1.6047 0.0084
24 C -6.6781 1.6289 -0.5007
25 C -7.2419 0.4650 -1.0540
26 C -6.4776 -0.6994 -1.0998
27 C -5.1570 -0.7043 -0.6345
28 N -2.2820 1.5047 -0.6986
29 C -2.8494 2.0180 -2.0159
30 C -2.4325 3.4882 -2.1376
31 C -1.7820 3.9135 -0.7979
32 C -1.2806 2.6259 -0.1588
33 C -1.0284 2.6397 1.3501
34 N 0.3603 2.2261 1.6721
35 C 1.4638 3.0173 1.8060
36 C 2.4268 2.2197 2.3948
37 C 3.8032 2.4652 2.7767
38 C 4.4894 3.7022 2.5913
39 C 5.8566 3.7887 2.8595
40 C 6.5644 2.6671 3.3050
41 C 5.8957 1.4620 3.5508
42 C 4.5216 1.3732 3.3192
43 N 1.8749 0.9714 2.5627
44 N 0.6514 0.9740 2.1375
45 C -0.9406 -3.5177 -0.2586
46 C -1.3598 -3.5445 -1.7311
47 C -2.0946 -4.0675 0.5872
48 H 1.3893 -6.0626 -0.0084
49 H -0.3576 -6.2265 0.3778
50 H 0.1681 -6.0505 -1.3154
51 H 1.4705 -1.5403 0.7339
52 H 0.9763 -2.0042 -2.2638
53 H 0.7714 -0.4093 -1.4520
54 H -0.6354 -0.4679 1.3312
55 H -2.7283 -1.3553 -0.7760
56 H -3.0053 0.9115 1.1861
57 H -4.9709 2.4634 0.5444
58 H -7.2727 2.5418 -0.4251
59 H -8.2810 0.4600 -1.3981
60 H -6.9357 -1.6294 -1.4723
61 H -4.6143 -1.6662 -0.6847
62 H -1.5765 0.9020 -1.0825
63 H -3.9162 1.8374 -2.1074
64 H -2.3294 1.4485 -2.7933
65 H -3.3023 4.1292 -2.3548
66 H -1.6999 3.5818 -2.9778
67 H -2.4971 4.4697 -0.1558
68 H -0.9101 4.5663 -0.9873
69 H -0.3402 2.3662 -0.6838
70 H -1.7277 1.9744 1.8867
71 H -1.1607 3.6690 1.7244
72 H 1.5769 4.0387 1.4857
73 H 3.9399 4.5771 2.2344
74 H 6.3838 4.7321 2.7211
75 H 7.6359 2.7290 3.4739
76 H 6.4298 0.5862 3.9262
77 H 3.9729 0.4452 3.5274
78 H -0.5077 -3.3056 -2.3809
79 H -1.7397 -4.5498 -1.9695
80 H -2.1540 -2.8131 -1.9050
81 H -1.8168 -4.1577 1.6422
82 H -2.9714 -3.4190 0.4924
83 H -2.3646 -5.0609 0.2160

Let us look at the Löwdin charges, expressed in e, one per atom:
1 C -0.008
2 N -0.024
3 C -0.371
4 O 0.093
5 C -0.159
6 C -0.048
7 C -0.082
8 C -0.137
9 F 0.104
10 C -0.104
11 F 0.121
12 C -0.104
13 F 0.126
14 C -0.113
15 F 0.116
16 C -0.125
17 F 0.072
18 N -0.017
19 C -0.043
20 C -0.049
21 C -0.214
22 C -0.176
23 C -0.054
24 C -0.059
25 C -0.067
26 C -0.064
27 C -0.029
28 N 0.021
29 C -0.064
30 C -0.130
31 C -0.126
32 C -0.163
33 C -0.043
34 N -0.118
35 C 0.005
36 C -0.239
37 C -0.179
38 C -0.026
39 C -0.081
40 C -0.078
41 C -0.069
42 C -0.034
43 N 0.082
44 N 0.030
45 C -0.468
46 C 0.007
47 C 0.006
48 H 0.101
49 H 0.091
50 H 0.101
51 H 0.165
52 H 0.117
53 H 0.119
54 H 0.099
55 H 0.072
56 H 0.135
57 H 0.115
58 H 0.111
59 H 0.115
60 H 0.119
61 H 0.105
62 H 0.127
63 H 0.121
64 H 0.138
65 H 0.124
66 H 0.131
67 H 0.131
68 H 0.135
69 H 0.163
70 H 0.123
71 H 0.143
72 H 0.129
73 H 0.105
74 H 0.106
75 H 0.105
76 H 0.109
77 H 0.108
78 H 0.084
79 H 0.096
80 H 0.071
81 H 0.104
82 H 0.074
83 H 0.087



Record 2
The following is a quantum chemistry calculation of a structure of composition C35H36FN4O5Sm at a distorted geometry, from the OMol25 dataset.

Output
- Multiplicity: 6
- M: 762.1 g mol⁻¹
- Frontier orbital gap (alpha / beta): 7.612 / 7.663 eV
- Charge: 0
- <S²>: 8.757
- Calculated total energy: -73704.2711 eV

Atoms and positions in Å:
1 Sm 0.1761 -1.6020 -0.1831
2 C -1.1770 -4.5432 0.3525
3 N 0.0528 -4.4220 -0.4557
4 C 1.0665 -5.2316 0.2444
5 C 2.5305 -5.0359 -0.1477
6 C 2.9495 -3.5601 -0.1892
7 N 2.1583 -2.7805 0.7442
8 C 2.7535 -2.2664 1.7546
9 C 2.1440 -1.4416 2.7677
10 C 2.9841 -0.8764 3.7384
11 C 2.5115 -0.0154 4.6972
12 C 1.1529 0.3142 4.6946
13 C 0.2997 -0.2253 3.7626
14 C 0.7545 -1.1258 2.7706
15 O -0.0928 -1.6409 1.9238
16 C -0.2243 -4.9418 -1.8061
17 C 0.7394 -4.4725 -2.8970
18 C 0.5590 -2.9969 -3.3390
19 N -0.3711 -2.2632 -2.4942
20 C -1.3948 -1.7423 -3.0742
21 C -2.4760 -1.0254 -2.4589
22 C -3.3203 -0.2776 -3.3007
23 C -4.3512 0.4799 -2.8070
24 C -4.5863 0.4771 -1.4237
25 C -3.8119 -0.2744 -0.5783
26 C -2.7158 -1.0437 -1.0491
27 O -2.0092 -1.7531 -0.2337
28 H -1.4404 -5.5990 0.5084
29 H -2.0008 -4.0363 -0.1394
30 H -1.0232 -4.0672 1.3217
31 H 0.8150 -6.2979 0.1444
32 H 0.9865 -4.9729 1.2996
33 H 2.7664 -5.5202 -1.0959
34 H 3.1193 -5.5498 0.6159
35 H 2.7845 -3.1489 -1.1914
36 H 4.0184 -3.4801 0.0334
37 H 3.8305 -2.4305 1.8767
38 H 4.0410 -1.1174 3.7057
39 H 3.1777 0.4160 5.4322
40 H 0.7688 1.0020 5.4394
41 H -0.7578 0.0107 3.7517
42 H -1.2308 -4.6270 -2.0821
43 H -0.2186 -6.0415 -1.7855
44 H 0.5766 -5.1136 -3.7651
45 H 1.7657 -4.6348 -2.5793
46 H 0.2185 -2.9737 -4.3796
47 H 1.5269 -2.4881 -3.3090
48 H -1.4794 -1.8411 -4.1639
49 H -3.1288 -0.2974 -4.3692
50 H -4.9699 1.0702 -3.4696
51 H -5.3997 1.0707 -1.0233
52 H -3.9970 -0.2979 0.4887
53 C 0.9595 4.9393 3.0017
54 C 0.8327 5.3731 1.5422
55 C -0.2936 6.3881 1.4049
56 C -0.6013 6.6730 -0.0600
57 C -1.0348 5.3886 -0.7069
58 C -2.0084 5.3449 -1.6782
59 C -2.3631 4.1305 -2.2590
60 F -3.3209 4.1294 -3.2053
61 C -1.7634 2.9582 -1.8980
62 C -0.7648 2.9855 -0.9184
63 C -0.0922 1.7411 -0.5462
64 O -0.5318 0.6383 -0.9130
65 C 1.1121 1.9160 0.2146
66 C 1.3646 3.1090 0.8058
67 N 0.5876 4.2057 0.6674
68 C -0.4092 4.1947 -0.2999
69 C 2.1321 0.7912 0.3500
70 O 3.0759 0.9646 1.1093
71 O 1.9187 -0.2218 -0.4035
72 H 1.1142 5.8191 3.6266
73 H 1.7969 4.2628 3.1616
74 H 0.0450 4.4383 3.3233
75 H 1.7714 5.8402 1.2254
76 H -0.0050 7.2977 1.9314
77 H -1.1934 5.9940 1.8852
78 H 0.2962 7.0558 -0.5569
79 H -1.3760 7.4331 -0.1576
80 H -2.5012 6.2526 -2.0042
81 H -2.0452 2.0145 -2.3475
82 H 2.2464 3.1949 1.4279

Let us look at the Löwdin charges, expressed in e, one per atom:
1 Sm 1.744
2 C -0.097
3 N -0.247
4 C -0.209
5 C -0.156
6 C -0.204
7 N -0.087
8 C -0.083
9 C -0.154
10 C -0.051
11 C -0.102
12 C -0.088
13 C -0.015
14 C -0.357
15 O -0.239
16 C -0.194
17 C -0.140
18 C -0.197
19 N -0.089
20 C -0.090
21 C -0.161
22 C -0.063
23 C -0.117
24 C -0.084
25 C -0.007
26 C -0.379
27 O -0.233
28 H 0.099
29 H 0.073
30 H 0.084
31 H 0.123
32 H 0.117
33 H 0.098
34 H 0.115
35 H 0.102
36 H 0.117
37 H 0.136
38 H 0.114
39 H 0.095
40 H 0.100
41 H 0.114
42 H 0.119
43 H 0.125
44 H 0.112
45 H 0.077
46 H 0.107
47 H 0.113
48 H 0.129
49 H 0.111
50 H 0.098
51 H 0.104
52 H 0.117
53 C -0.037
54 C -0.308
55 C -0.148
56 C -0.124
57 C -0.143
58 C 0.054
59 C -0.253
60 F 0.064
61 C 0.085
62 C -0.030
63 C -0.268
64 O -0.054
65 C -0.014
66 C 0.033
67 N 0.028
68 C -0.072
69 C -0.601
70 O 0.055
71 O -0.177
72 H 0.087
73 H 0.074
74 H 0.095
75 H 0.155
76 H 0.124
77 H 0.132
78 H 0.130
79 H 0.119
80 H 0.131
81 H 0.121
82 H 0.143



Record 3
The following is a quantum chemistry calculation of a structure of composition C35H37BrMnP2 at a distorted geometry, from the OMol25 dataset.

Output
- Multiplicity: 6
- Energy above the lowest of the compared OMol25 structures with the same formula, charge and spin: 0.0 kcal per mole
- M: 654.5 g mol⁻¹
- Frontier orbital gap (alpha / beta): 5.125 / 5.429 eV
- Charge: 0
- <S²>: 8.859
- Calculated total energy: -156828.6301 eV

Atoms and positions in Å:
1 Mn -1.0830 -0.2347 1.1795
2 C 1.1632 -3.0525 0.3939
3 C 2.0969 -2.1676 0.0158
4 C 2.7647 -2.2297 -1.3148
5 C 1.8592 -2.5485 -2.5222
6 C 0.4412 -2.0786 -2.4467
7 C -0.5692 -2.7852 -1.9353
8 C -0.4205 -4.1168 -1.2985
9 C 0.8339 -4.2526 -0.4245
10 C -1.7214 2.7395 0.6005
11 H 0.7279 -3.0787 1.3966
12 H 2.6168 -1.5510 0.7539
13 H 3.5899 -2.9638 -1.2902
14 H 3.2711 -1.2839 -1.5175
15 H 2.3275 -2.1029 -3.4060
16 H 1.9258 -3.6164 -2.7319
17 H 0.2567 -1.2112 -3.0848
18 H -1.5843 -2.6303 -2.2914
19 H -0.4131 -4.8984 -2.0694
20 H -1.3027 -4.3321 -0.6940
21 H 0.7072 -5.1226 0.2245
22 H 1.6578 -4.5321 -1.0778
23 H -2.4210 2.3664 1.3583
24 H -2.1085 3.6545 0.1252
25 H -0.7729 2.8686 1.1215
26 P 1.3045 0.6674 1.3109
27 P -1.5567 1.5651 -0.7498
28 C 1.1418 0.5401 -0.4805
29 C -0.0494 0.7561 -1.1587
30 C 2.7188 1.6563 1.6817
31 C 3.9293 1.3610 1.0441
32 C 5.0489 2.1249 1.3443
33 C 4.9475 3.2030 2.2450
34 C 3.7263 3.4877 2.8751
35 C 2.6037 2.7167 2.5996
36 C 1.1439 -0.7423 2.4888
37 C -0.0855 -1.4637 2.6224
38 C -0.3341 -2.2333 3.7573
39 C 0.6375 -2.3823 4.7362
40 C 1.8597 -1.7167 4.5969
41 C 2.1210 -0.8981 3.4957
42 C -1.8189 2.6900 -2.1069
43 C -0.8726 3.7122 -2.2685
44 C -1.0388 4.6550 -3.2788
45 C -2.1182 4.5579 -4.1669
46 C -3.0371 3.5184 -3.9948
47 C -2.8888 2.5768 -2.9764
48 C -2.9478 0.3797 -0.5506
49 C -4.1390 0.7381 0.1231
50 C -5.1970 -0.1572 0.2107
51 C -5.1441 -1.4021 -0.4243
52 C -4.0219 -1.7284 -1.1969
53 C -2.9702 -0.8150 -1.3064
54 H 2.0676 0.3628 -1.0638
55 H -0.0518 0.5287 -2.2365
56 H 4.0146 0.5554 0.3164
57 H 6.0172 1.9167 0.8789
58 H 5.8224 3.8375 2.4578
59 H 3.6478 4.3202 3.5733
60 H 1.6440 2.9065 3.0634
61 H -0.9201 -1.7097 1.8753
62 H -1.3160 -2.7193 3.8282
63 H 0.4147 -2.9976 5.6075
64 H 2.6197 -1.8452 5.3646
65 H 3.0543 -0.3327 3.4395
66 H -0.0153 3.7808 -1.6119
67 H -0.3188 5.4594 -3.3894
68 H -2.2361 5.2963 -4.9645
69 H -3.8741 3.4530 -4.6876
70 H -3.6136 1.7739 -2.8795
71 H -4.1603 1.7073 0.6147
72 H -6.0718 0.1485 0.7822
73 H -5.9792 -2.0942 -0.2961
74 H -4.0244 -2.6988 -1.7029
75 H -2.1199 -1.0645 -1.9374
76 Br -1.4067 1.2086 3.4309

Let us look at the Löwdin charges, expressed in e, one per atom:
1 Mn 0.314
2 C -0.097
3 C -0.143
4 C -0.191
5 C -0.181
6 C -0.110
7 C -0.133
8 C -0.182
9 C -0.188
10 C -0.244
11 H 0.088
12 H 0.080
13 H 0.124
14 H 0.085
15 H 0.111
16 H 0.101
17 H 0.095
18 H 0.077
19 H 0.121
20 H 0.105
21 H 0.115
22 H 0.093
23 H -0.048
24 H 0.070
25 H 0.019
26 P 0.947
27 P 0.890
28 C -0.376
29 C -0.372
30 C -0.389
31 C -0.094
32 C -0.085
33 C -0.082
34 C -0.084
35 C -0.078
36 C -0.407
37 C -0.350
38 C -0.106
39 C -0.078
40 C -0.075
41 C -0.075
42 C -0.334
43 C -0.080
44 C -0.073
45 C -0.076
46 C -0.080
47 C -0.069
48 C -0.340
49 C -0.072
50 C -0.070
51 C -0.068
52 C -0.068
53 C -0.091
54 H 0.054
55 H 0.062
56 H 0.098
57 H 0.104
58 H 0.105
59 H 0.104
60 H 0.095
61 H 0.044
62 H 0.119
63 H 0.104
64 H 0.101
65 H 0.107
66 H 0.116
67 H 0.105
68 H 0.106
69 H 0.104
70 H 0.106
71 H 0.104
72 H 0.110
73 H 0.109
74 H 0.111
75 H 0.064
76 Br 0.020



Record 4
The following is a quantum chemistry calculation of a structure of composition C35H37CdNO2P2 at a distorted geometry, from the OMol25 dataset.

Output
- Energy above the lowest of the compared OMol25 structures with the same formula, charge and spin: 0.0 kcal per mole
- M: 678.0 g mol⁻¹
- Frontier orbital gap (alpha / beta): 7.499 / 3.333 eV
- Charge: 0
- Calculated total energy: -65613.2242 eV

Atoms and positions in Å:
1 Cd 1.9975 -0.0238 0.7472
2 C -2.1190 -0.1028 6.7214
3 C -2.1029 -0.1260 5.3625
4 C -2.7478 0.8731 4.4095
5 C -1.8439 1.8206 3.6488
6 C -0.8170 2.4636 4.5380
7 C -0.9635 2.7035 5.8499
8 C -2.0942 2.4713 6.8447
9 C -2.2061 1.1160 7.6110
10 C 1.9199 -0.5634 2.8642
11 H -2.0272 -1.0424 7.2979
12 H -1.5284 -0.9233 4.8344
13 H -3.4511 1.5065 4.9546
14 H -3.2888 0.2549 3.6751
15 H -1.3760 1.2933 2.8080
16 H -2.4230 2.6288 3.1603
17 H 0.0624 2.8996 4.0351
18 H -0.1231 3.1908 6.3738
19 H -3.0754 2.6726 6.3867
20 H -1.8780 3.2173 7.6484
21 H -1.4002 1.0832 8.3757
22 H -3.1245 1.0989 8.2530
23 H 1.9659 -1.6457 3.0783
24 H 0.9769 -0.2144 3.2975
25 H 2.6738 -0.0823 3.5425
26 P 0.1916 -2.2665 -2.6822
27 P 2.1058 0.2846 -3.0212
28 C -0.4475 -0.7202 -3.3398
29 C 0.3713 0.3415 -3.5437
30 C -0.6098 -3.3931 -3.9286
31 C -1.7582 -3.0633 -4.6661
32 C -2.3362 -3.9939 -5.5391
33 C -1.7554 -5.2520 -5.7174
34 C -0.5736 -5.5660 -5.0319
35 C 0.0062 -4.6446 -4.1524
36 C -0.9379 -2.4203 -1.2148
37 C -0.7418 -1.4852 -0.1886
38 C -1.5442 -1.5010 0.9466
39 C -2.5622 -2.4550 1.0606
40 C -2.7897 -3.3580 0.0189
41 C -1.9754 -3.3491 -1.1185
42 C 2.7413 0.9934 -4.6347
43 C 2.6149 0.2068 -5.7998
44 C 2.9715 0.7268 -7.0478
45 C 3.4560 2.0396 -7.1562
46 C 3.5916 2.8181 -6.0016
47 C 3.2503 2.2930 -4.7488
48 C 2.1432 1.7978 -1.9939
49 C 3.2812 1.9341 -1.1752
50 C 3.4362 3.0740 -0.3957
51 C 2.4436 4.0596 -0.3923
52 C 1.2898 3.8944 -1.1638
53 C 1.1209 2.7476 -1.9423
54 H -1.5229 -0.6394 -3.5377
55 H 0.0322 1.2566 -4.0574
56 H -2.2218 -2.0814 -4.5811
57 H -3.2478 -3.7216 -6.0758
58 H -2.2213 -5.9826 -6.3880
59 H -0.1027 -6.5404 -5.1813
60 H 0.9366 -4.8857 -3.6312
61 H 0.0454 -0.7266 -0.3125
62 H -1.3766 -0.7740 1.7484
63 H -3.1876 -2.4730 1.9575
64 H -3.6104 -4.0733 0.0827
65 H -2.1636 -4.0433 -1.9358
66 H 2.2015 -0.8020 -5.7302
67 H 2.8681 0.1118 -7.9459
68 H 3.7145 2.4532 -8.1359
69 H 3.9615 3.8434 -6.0738
70 H 3.3450 2.9188 -3.8605
71 H 4.0209 1.1286 -1.1474
72 H 4.3286 3.1778 0.2271
73 H 2.5736 4.9623 0.2105
74 H 0.5155 4.6638 -1.1747
75 H 0.2089 2.6211 -2.5256
76 O 0.5128 0.0860 9.7490
77 N 1.0641 -0.5903 8.8585
78 O 1.3359 -0.2024 7.7121

Let us look at the Löwdin charges, expressed in e, one per atom:
1 Cd 1.088
2 C -0.119
3 C -0.101
4 C -0.208
5 C -0.211
6 C -0.115
7 C -0.107
8 C -0.196
9 C -0.194
10 C -0.385
11 H 0.100
12 H 0.110
13 H 0.095
14 H 0.109
15 H 0.082
16 H 0.122
17 H 0.104
18 H 0.101
19 H 0.099
20 H 0.111
21 H 0.086
22 H 0.118
23 H -0.059
24 H -0.098
25 H -0.051
26 P 0.999
27 P 0.970
28 C -0.351
29 C -0.353
30 C -0.388
31 C -0.099
32 C -0.086
33 C -0.091
34 C -0.090
35 C -0.109
36 C -0.370
37 C -0.169
38 C -0.090
39 C -0.087
40 C -0.083
41 C -0.085
42 C -0.363
43 C -0.108
44 C -0.091
45 C -0.096
46 C -0.087
47 C -0.091
48 C -0.502
49 C -0.248
50 C -0.118
51 C -0.090
52 C -0.081
53 C -0.100
54 H 0.070
55 H 0.083
56 H 0.085
57 H 0.104
58 H 0.104
59 H 0.102
60 H 0.097
61 H -0.038
62 H 0.079
63 H 0.102
64 H 0.103
65 H 0.099
66 H 0.101
67 H 0.102
68 H 0.101
69 H 0.102
70 H 0.095
71 H 0.075
72 H 0.106
73 H 0.104
74 H 0.105
75 H 0.092
76 O 0.036
77 N -0.100
78 O 0.063